156
Properties=species:S:1:pos:R:3 method="wB97M-V/def2-TZVPD" max_force_ha_per_bohr=0.04647 total_energy_ev=-180131.56305 smiles="CCCCCCCCCCCCc1c(O)cc(Br)c2c1N(OC[C@H](C)O)c1c(C)ccc(CCSc3nnco3)c1S2.CCOC(C)=O.CCOC(C)=O.CCOC(C)=O.CCOC(C)=O.CCOC(C)=O"
C 2.30741 -4.21745 4.58810
C 3.29088 -4.68383 3.50377
C 4.41439 -3.67868 3.31285
C 5.42888 -4.16348 2.25799
C 6.34381 -2.97146 1.90665
C 5.90069 -2.24513 0.61216
C 6.10956 -0.72683 0.72865
C 4.95315 0.13622 0.19167
C 4.68715 1.33193 1.11744
C 3.36957 1.15345 1.88623
C 2.48982 2.38067 1.87471
C 1.23331 2.17722 2.76744
C 0.00962 2.67121 2.05188
C -0.21525 4.00540 2.11714
O 0.67307 4.79326 2.84490
C -1.25760 4.60762 1.51932
C -2.13265 3.88448 0.81312
Br -3.55908 4.84248 0.00272
C -1.95531 2.51695 0.69475
C -0.89121 1.87138 1.30724
N -0.63020 0.47572 1.22926
O -0.91533 -0.23538 2.41877
C -2.29847 -0.42922 2.69136
C -2.71037 -1.91039 2.65039
C -2.72539 -2.60069 3.99204
O -1.94296 -2.67992 1.72837
C -1.08454 -0.21788 0.05802
C -0.35334 -1.33696 -0.33136
C 0.86307 -1.78658 0.41768
C -0.71472 -2.05226 -1.43999
C -1.80956 -1.68792 -2.14465
C -2.53608 -0.61030 -1.80108
C -3.72591 -0.31692 -2.70504
C -4.46660 -1.58134 -3.15866
S -4.49683 -1.83191 -4.95577
C -2.91356 -2.38185 -5.31985
N -2.06019 -1.80383 -6.07981
N -0.95085 -2.58010 -6.13810
C -1.17145 -3.60094 -5.40181
O -2.38390 -3.54158 -4.87092
C -2.17586 0.14894 -0.71467
S -3.12075 1.60493 -0.30060
H 2.19035 -3.14443 4.59105
H 1.34318 -4.68907 4.43262
H 2.65770 -4.57259 5.55261
H 3.71943 -5.63482 3.80019
H 2.76364 -4.78914 2.56987
H 4.95019 -3.52792 4.24796
H 4.01829 -2.73502 2.94230
H 4.86309 -4.49947 1.40054
H 6.03975 -4.95644 2.67545
H 6.25531 -2.29628 2.75171
H 7.36742 -3.31375 1.81457
H 4.85962 -2.49167 0.42088
H 6.46861 -2.67103 -0.21059
H 7.03684 -0.48535 0.21940
H 6.26140 -0.54080 1.78657
H 5.23099 0.45705 -0.80746
H 4.05959 -0.47157 0.10400
H 4.69410 2.24931 0.53412
H 5.53657 1.39472 1.78690
H 2.86239 0.32436 1.41803
H 3.63751 0.87606 2.90033
H 2.15607 2.58094 0.85979
H 3.06677 3.23130 2.23040
H 1.33749 2.69821 3.70913
H 1.19087 1.11764 2.96476
H 1.38714 5.01025 2.24109
H -1.38228 5.67317 1.58859
H -2.96985 0.14006 2.05801
H -2.47447 -0.07857 3.70140
H -3.74074 -1.92034 2.29613
H -3.36071 -2.07733 4.69094
H -1.73283 -2.79372 4.38217
H -3.19241 -3.56935 3.83605
H -2.51368 -2.91859 1.00050
H 1.05887 -1.21620 1.30718
H 0.80994 -2.84305 0.63416
H 1.71810 -1.64189 -0.24097
H -0.10744 -2.89589 -1.72762
H -2.07600 -2.28719 -2.99173
H -3.39046 0.24798 -3.56282
H -4.41627 0.30215 -2.16354
H -5.51443 -1.44746 -2.91981
H -4.16215 -2.47988 -2.64120
H -0.51697 -4.41303 -5.18658
O -4.93605 2.17940 -3.03285
C -5.05839 2.99092 -3.90918
O -4.98042 2.61510 -5.18984
C -5.25622 3.50184 -6.28005
C -4.05150 4.34025 -6.64524
C -5.17925 4.43248 -3.52814
H -6.13724 4.10940 -6.06611
H -5.51833 2.85865 -7.11723
H -3.74533 4.98429 -5.81761
H -4.26918 4.96309 -7.50598
H -3.20407 3.69698 -6.88197
H -4.16971 4.77839 -3.30662
H -5.78305 4.47814 -2.62576
H -5.64209 5.09351 -4.25839
O 1.69625 -4.77927 -2.51761
C 1.94868 -5.24224 -3.59415
O 1.49181 -6.47135 -3.89888
C 1.59905 -7.04861 -5.20170
C 2.94924 -7.69828 -5.42102
C 2.83522 -4.50886 -4.57421
H 1.36401 -6.31117 -5.97179
H 0.81782 -7.80513 -5.24692
H 3.75991 -6.97236 -5.36176
H 2.98813 -8.17904 -6.39863
H 3.13320 -8.44818 -4.65227
H 3.87568 -4.67949 -4.29935
H 2.61765 -3.44614 -4.49847
H 2.68582 -4.79264 -5.61346
O 4.80453 -2.47785 6.36584
C 4.65397 -2.58581 7.54827
O 5.71797 -2.89319 8.31799
C 5.68099 -2.88580 9.74503
C 5.13652 -4.18498 10.30244
C 3.28524 -2.46786 8.17958
H 5.13491 -2.01535 10.11203
H 6.71527 -2.75867 10.05960
H 4.10655 -4.35679 9.99035
H 5.16948 -4.17760 11.39220
H 5.72651 -5.02569 9.93832
H 2.76379 -3.41723 8.06621
H 2.73385 -1.69556 7.64968
H 3.29968 -2.18758 9.23027
O -3.98382 0.02490 5.67297
C -4.31985 1.17052 5.56115
O -4.72275 1.61903 4.35766
C -5.30073 2.91549 4.18886
C -4.25273 3.99799 4.05010
C -4.22236 2.12975 6.72638
H -6.00121 3.12105 4.99944
H -5.89086 2.85900 3.27584
H -3.63178 4.06533 4.94370
H -4.72590 4.96576 3.88213
H -3.58255 3.78861 3.21592
H -3.19464 2.48070 6.80545
H -4.48404 1.58845 7.63184
H -4.88981 2.98429 6.66059
O -3.43090 5.45646 -9.54940
C -2.90483 6.46453 -9.17057
O -3.58194 7.62475 -9.25770
C -3.11759 8.85079 -8.68812
C -2.14471 9.56513 -9.60306
C -1.47734 6.46913 -8.67426
H -2.70399 8.68088 -7.69287
H -4.00828 9.46158 -8.55398
H -1.24670 8.97287 -9.77781
H -1.84782 10.52185 -9.17324
H -2.60522 9.74359 -10.57433
H -0.80773 6.49250 -9.53247
H -1.30965 5.55024 -8.11793
H -1.23801 7.29459 -8.00826